Entry 1:
{
  "formula": "C33H28BaBrN2O2PS2",
  "method": "ωB97M-V/def2-TZVPD",
  "species": ["Ba", "S", "C", "C", "C", "C", "C", "C", "N", "C", "C", "C", "C", "C", "C", "C", "H", "H", "H", "H", "H", "H", "H", "H", "C", "O", "H", "H", "H", "C", "P", "C", "C", "C", "C", "C", "C", "C", "C", "C", "C", "C", "C", "H", "H", "H", "H", "H", "H", "H", "H", "H", "H", "H", "H", "H", "O", "S", "N", "Br", "C", "C", "C", "C", "C", "C", "H", "H", "H", "H"],
  "xyz": [[0.199, -1.040, -0.408], [5.512, 0.798, -0.118], [5.696, -0.916, -0.245], [6.852, -1.686, -0.172], [6.731, -3.061, -0.296], [5.478, -3.649, -0.491], [4.332, -2.879, -0.568], [4.435, -1.493, -0.444], [3.373, -0.600, -0.498], [3.759, 0.627, -0.352], [2.894, 1.824, -0.374], [3.503, 3.084, -0.279], [2.739, 4.236, -0.321], [1.358, 4.112, -0.473], [0.782, 2.849, -0.564], [1.504, 1.639, -0.507], [7.819, -1.223, -0.014], [7.614, -3.685, -0.230], [5.394, -4.726, -0.565], [3.358, -3.335, -0.693], [4.582, 3.182, -0.176], [3.206, 5.211, -0.245], [0.737, 5.003, -0.515], [-0.301, 2.815, -0.683], [-1.530, -0.657, 2.958], [-1.160, -0.595, 1.641], [-0.975, 0.051, 3.607], [-1.384, -1.656, 3.412], [-2.601, -0.410, 3.127], [-3.943, -0.442, 0.214], [-2.765, 0.889, -0.258], [-3.784, 1.806, -1.499], [-4.405, 1.094, -2.530], [-5.086, 1.758, -3.544], [-5.154, 3.147, -3.555], [-4.524, 3.865, -2.547], [-3.845, 3.201, -1.534], [-2.909, 2.031, 1.183], [-1.760, 2.398, 1.877], [-1.839, 3.257, 2.967], [-3.066, 3.754, 3.382], [-4.222, 3.391, 2.699], [-4.139, 2.537, 1.607], [-3.968, -1.186, -0.584], [-4.947, -0.056, 0.401], [-3.533, -0.907, 1.109], [-4.318, 0.012, -2.564], [-5.552, 1.184, -4.335], [-5.686, 3.663, -4.347], [-4.558, 4.949, -2.548], [-3.361, 3.778, -0.753], [-0.810, 1.977, 1.574], [-0.934, 3.530, 3.497], [-3.126, 4.420, 4.235], [-5.186, 3.772, 3.016], [-5.041, 2.269, 1.069], [-0.624, -1.848, -2.811], [-1.874, -2.532, -3.320], [-3.195, -2.111, -2.855], [4.031, -7.567, 0.848], [2.845, -6.073, 0.618], [2.123, -5.956, -0.555], [1.298, -4.838, -0.715], [1.148, -3.812, 0.243], [1.902, -4.033, 1.415], [2.742, -5.129, 1.621], [2.214, -6.707, -1.332], [0.762, -4.767, -1.662], [1.861, -3.303, 2.225], [3.318, -5.236, 2.534]],
  "atomic_forces_ev_per_a": [[-0.027, 0.072, 0.351], [-0.003, 0.116, -0.017], [-0.026, 0.044, 0.003], [-0.009, -0.092, 0.009], [-0.040, 0.096, 0.014], [0.013, 0.035, 0.006], [-0.028, -0.062, -0.037], [0.025, -0.051, -0.008], [-0.036, 0.086, 0.064], [0.052, -0.164, 0.012], [-0.009, 0.047, -0.015], [0.084, 0.056, 0.004], [-0.087, -0.075, -0.014], [0.066, -0.110, 0.003], [0.036, 0.108, 0.013], [-0.082, -0.022, -0.044], [-0.007, 0.002, -0.004], [0.006, 0.002, -0.009], [-0.007, -0.001, -0.004], [0.073, 0.032, -0.047], [-0.020, -0.015, 0.000], [0.010, 0.002, 0.002], [-0.005, 0.003, -0.006], [0.029, -0.033, -0.004], [-0.039, 0.022, -0.028], [0.175, -0.090, -0.098], [0.038, 0.033, -0.001], [0.024, -0.034, -0.026], [-0.038, 0.005, -0.021], [0.017, 0.064, 0.008], [0.082, -0.045, -0.050], [-0.037, 0.074, 0.046], [0.008, -0.039, -0.063], [0.057, 0.041, 0.094], [0.023, -0.034, 0.051], [-0.006, -0.045, -0.018], [-0.018, -0.013, -0.006], [-0.134, -0.010, -0.033], [0.000, -0.037, 0.016], [-0.012, -0.016, -0.036], [-0.011, -0.018, -0.044], [0.034, -0.044, -0.047], [0.035, 0.030, 0.081], [-0.003, 0.053, -0.036], [-0.011, -0.019, -0.001], [0.009, 0.015, -0.008], [-0.009, 0.020, 0.013], [-0.004, -0.008, 0.002], [0.006, 0.005, -0.002], [-0.002, 0.003, -0.004], [-0.002, -0.005, -0.034], [-0.014, 0.011, 0.016], [0.007, 0.001, 0.002], [0.000, -0.002, 0.002], [0.000, 0.001, 0.002], [0.004, -0.005, 0.003], [-0.232, -0.206, -0.156], [0.047, 0.273, 0.130], [0.066, -0.099, -0.069], [0.026, -0.030, 0.007], [-0.013, -0.002, -0.034], [-0.052, 0.108, -0.033], [0.036, -0.017, 0.138], [0.055, 0.032, -0.017], [-0.071, -0.132, -0.073], [-0.051, 0.073, 0.050], [0.002, 0.005, 0.009], [0.002, 0.006, 0.013], [-0.006, 0.002, -0.010], [0.001, 0.002, -0.006]],
  "charge": -2,
  "homo_ev": -2.10,
  "orbital_gap_ha": 0.2217,
  "e_lumo_ha": 0.1445
}

***

Entry 2:
{
  "formula": "C33H28BrFMoN5O4SbSe4",
  "method": "ωB97M-V/def2-TZVPD",
  "species": ["Mo", "Br", "C", "C", "C", "C", "O", "C", "C", "N", "C", "C", "C", "C", "C", "C", "C", "C", "N", "C", "C", "H", "H", "H", "H", "H", "H", "H", "H", "H", "H", "F", "C", "C", "C", "C", "O", "C", "C", "N", "C", "C", "C", "C", "C", "C", "N", "C", "C", "N", "C", "C", "C", "O", "O", "H", "H", "H", "H", "H", "H", "H", "H", "H", "H", "H", "H", "H", "H", "H", "H", "H", "H", "Se", "Sb", "Se", "Se", "Se"],
  "xyz": [[-1.526, -0.374, 1.413], [1.425, 3.095, 7.168], [0.858, 1.878, 5.830], [1.784, 1.006, 5.255], [1.384, 0.117, 4.284], [0.054, 0.090, 3.836], [-0.293, -0.785, 2.919], [-0.876, 0.955, 4.442], [-2.287, 0.862, 4.153], [-2.780, 0.253, 3.140], [-4.176, 0.059, 3.008], [-5.113, 0.297, 3.982], [-6.479, 0.081, 3.732], [-6.900, -0.383, 2.519], [-5.960, -0.663, 1.504], [-6.332, -1.166, 0.233], [-5.367, -1.420, -0.689], [-4.020, -1.182, -0.357], [-3.642, -0.739, 0.817], [-4.593, -0.453, 1.755], [-0.459, 1.838, 5.449], [2.815, 1.029, 5.581], [2.082, -0.581, 3.841], [-2.949, 1.318, 4.888], [-4.819, 0.640, 4.964], [-7.195, 0.280, 4.518], [-7.950, -0.556, 2.322], [-7.378, -1.347, 0.022], [-5.587, -1.826, -1.666], [-3.249, -1.392, -1.082], [-1.184, 2.490, 5.919], [4.298, -0.855, 0.337], [3.444, -0.019, -0.291], [2.544, 0.698, 0.427], [1.602, 1.484, -0.256], [0.327, 1.736, 0.391], [0.093, 1.257, 1.523], [-0.670, 2.386, -0.378], [-0.411, 2.733, -1.662], [0.735, 2.398, -2.305], [0.822, 2.597, -3.731], [1.975, 3.386, -4.270], [0.595, 3.978, -4.258], [1.692, 1.641, -1.641], [2.598, 0.839, -2.358], [3.405, -0.051, -1.696], [3.929, -1.177, -2.410], [3.245, -2.403, -1.939], [3.262, -3.417, -3.080], [4.434, -3.045, -3.974], [5.641, -2.708, -3.155], [5.373, -1.381, -2.422], [-2.075, 2.478, 0.170], [-2.747, 3.473, -0.017], [-2.487, 1.393, 0.747], [2.449, 0.566, 1.496], [-1.155, 3.247, -2.256], [0.450, 1.763, -4.316], [2.401, 3.075, -5.213], [2.683, 3.767, -3.546], [0.059, 4.071, -5.190], [0.397, 4.758, -3.536], [2.545, 0.782, -3.436], [2.215, -2.175, -1.675], [3.714, -2.814, -1.039], [2.364, -3.382, -3.692], [3.407, -4.434, -2.730], [4.159, -2.206, -4.487], [4.628, -3.791, -4.637], [6.505, -2.649, -3.813], [5.779, -3.537, -2.463], [5.845, -0.551, -2.949], [5.810, -1.447, -1.421], [1.010, -4.668, -0.662], [-1.059, -3.414, -0.625], [-1.813, -2.879, 1.732], [-0.525, -0.905, -0.806], [-2.781, -4.019, -2.187]],
  "atomic_forces_ev_per_a": [[0.148, -0.011, 0.022], [0.001, 0.005, 0.004], [-0.003, -0.011, -0.004], [-0.005, 0.005, 0.001], [0.003, -0.005, 0.002], [0.040, -0.037, -0.012], [-0.118, 0.017, -0.127], [-0.015, 0.027, 0.039], [-0.001, 0.011, -0.030], [0.007, -0.016, 0.048], [-0.012, 0.006, -0.009], [0.008, -0.008, -0.005], [-0.006, -0.005, -0.011], [0.003, 0.012, 0.021], [0.005, 0.009, -0.017], [0.011, -0.012, -0.010], [-0.014, 0.002, 0.010], [0.007, 0.014, 0.003], [-0.011, -0.062, 0.039], [-0.011, 0.007, 0.011], [0.008, -0.007, -0.013], [0.001, 0.000, 0.002], [0.002, -0.003, 0.003], [-0.012, 0.018, -0.009], [0.012, -0.001, 0.003], [-0.002, -0.002, 0.000], [0.000, 0.001, 0.003], [0.001, -0.001, -0.002], [0.004, 0.002, -0.002], [0.000, 0.000, -0.005], [0.000, 0.003, 0.003], [0.027, 0.003, 0.018], [-0.032, 0.030, -0.006], [-0.013, 0.033, -0.012], [0.039, -0.070, -0.060], [-0.055, 0.092, -0.042], [-0.041, 0.116, 0.159], [-0.090, 0.041, 0.139], [0.035, 0.019, -0.040], [0.034, -0.044, 0.075], [-0.015, -0.003, -0.020], [-0.013, 0.008, 0.012], [0.004, 0.007, -0.005], [-0.027, 0.025, -0.015], [0.002, 0.034, -0.013], [0.010, 0.038, -0.013], [-0.042, -0.084, 0.036], [0.031, -0.005, -0.032], [-0.051, 0.040, 0.043], [-0.036, -0.052, 0.031], [0.010, 0.002, 0.007], [0.003, 0.056, 0.006], [0.083, -0.201, -0.199], [0.011, -0.005, -0.010], [0.096, 0.213, 0.144], [-0.012, 0.004, 0.012], [0.009, -0.004, -0.008], [-0.004, -0.004, 0.006], [0.000, 0.000, -0.003], [0.003, 0.001, -0.001], [0.002, 0.000, -0.001], [-0.001, -0.004, 0.003], [0.009, 0.010, 0.000], [-0.007, -0.031, -0.002], [-0.030, 0.014, -0.045], [-0.015, 0.019, 0.014], [0.020, -0.033, -0.004], [-0.015, -0.002, 0.004], [-0.006, -0.001, -0.002], [0.006, -0.004, 0.008], [-0.001, -0.003, -0.002], [-0.005, 0.007, 0.000], [0.007, 0.008, 0.016], [0.072, -0.029, -0.059], [-0.056, 0.073, 0.014], [-0.025, -0.099, -0.042], [0.006, -0.159, -0.061], [0.025, -0.011, -0.009]],
  "homo_ev": [-6.48, -6.48],
  "orbital_gap_ha": [0.2034, 0.2036],
  "e_lumo_ha": [-0.0346, -0.0346]
}

***

Energy above the lowest of the compared OMol25 structures with the same formula, charge and spin values (in kcal per mole) by entry order: 0.0; 0.0.